1.
12
Properties=species:S:1:pos:R:3:lowdin_charge:R:1 method="wB97M-V/def2-TZVPD" lumo_energy_ev=0.86 smiles="C=CO.C=N"
C 1.208 -1.124 1.358 0.02
C -0.109 -1.194 1.300 -0.26
O -0.789 -1.405 2.515 -0.06
H 1.881 -1.002 0.513 0.05
H 1.767 -1.357 2.260 0.07
H -0.774 -1.458 0.485 0.10
H -1.316 -0.628 2.676 0.08
C -0.150 1.740 -2.521 -0.15
N -1.011 1.941 -1.605 0.01
H 0.390 2.660 -2.789 0.06
H 0.161 0.806 -2.968 0.06
H -1.257 1.020 -1.224 0.02


2.
12
Properties=species:S:1:pos:R:3:lowdin_charge:R:1 method="wB97M-V/def2-TZVPD" lumo_energy_ev="-0.04 / -0.04"
C 0.639 -1.722 -0.703 0.11
N -0.223 -0.886 -0.262 0.07
C 0.109 0.614 -0.296 -0.61
O 1.390 0.805 -0.507 -0.21
C -0.572 1.228 0.954 -0.04
H -0.052 1.012 -1.301 0.14
H 0.388 -2.776 -0.752 0.10
H 1.585 -1.309 -1.053 0.10
H -1.113 -1.211 0.102 0.15
H -0.624 2.306 0.789 0.07
H 0.065 1.059 1.833 0.08
H -1.591 0.880 1.196 0.06


3.
12
Properties=species:S:1:pos:R:3:lowdin_charge:R:1 method="wB97M-V/def2-TZVPD" lumo_energy_ev=-3.54
C -0.316 -0.280 -0.788 0.11
C 0.952 0.072 -0.725 -0.03
C 1.939 -0.172 0.429 -0.41
O 3.184 0.084 0.165 -0.09
N -2.549 0.198 0.438 -0.05
H -0.855 -0.558 -1.688 0.11
H -1.221 0.044 -0.086 -0.03
H 1.485 0.656 -1.477 0.15
H 1.747 -1.157 0.890 0.13
H 1.569 0.653 1.098 0.18
H -3.100 -0.581 0.810 -0.03
H -2.835 1.041 0.934 -0.03


4.
12
Properties=species:S:1:pos:R:3:lowdin_charge:R:1 method="wB97M-V/def2-TZVPD" lumo_energy_ev=0.94 smiles="C=C=N.CO"
C 1.913 0.432 0.811 -0.01
C 0.741 0.461 1.398 -0.28
N -0.359 0.368 1.937 0.13
H 2.785 0.119 1.372 0.05
H 2.013 0.761 -0.217 0.05
H -0.662 1.200 2.441 0.08
C -1.619 0.013 -1.172 -0.17
O -0.233 0.206 -1.383 -0.14
H -1.823 -0.455 -0.202 0.06
H -2.085 1.000 -1.181 0.08
H -2.078 -0.588 -1.970 0.08
H 0.218 -0.606 -1.124 0.07


5.
12
Properties=species:S:1:pos:R:3:lowdin_charge:R:1 method="wB97M-V/def2-TZVPD" lumo_energy_ev="-0.84 / -0.69"
C -0.523 -0.111 0.448 -0.10
C -1.685 0.826 0.685 -0.10
C 1.552 -1.060 0.087 -0.08
N 0.732 -0.055 0.660 -0.40
O 1.209 0.719 1.552 -0.08
H -0.734 -1.325 -1.402 0.17
H -2.654 0.143 0.611 0.10
H -1.629 1.626 -0.174 0.11
H -1.590 1.309 1.740 0.10
H 1.471 -1.996 0.649 0.10
H 1.188 -1.339 -0.942 0.03
H 2.666 -0.675 -0.148 0.15


6.
12
Properties=species:S:1:pos:R:3:lowdin_charge:R:1 method="wB97M-V/def2-TZVPD" lumo_energy_ev=0.82
C -1.756 -0.539 -0.080 -0.05
C -0.082 1.392 -0.017 -0.16
C 0.730 -0.741 0.047 -0.36
H -2.017 -1.129 0.880 0.09
H -2.502 0.262 -0.276 0.08
H -1.689 -1.435 -0.841 0.10
H 0.129 1.977 1.033 0.11
H 1.032 1.302 -0.615 0.13
H -0.948 2.123 -0.762 0.16
H 0.538 -1.814 -0.048 0.13
N -0.376 0.052 0.213 -0.24
O 1.843 -0.290 -0.070 0.00


7.
12
Properties=species:S:1:pos:R:3:lowdin_charge:R:1 method="wB97M-V/def2-TZVPD" lumo_energy_ev=1.06 smiles="C/C=C/ON"
C -1.914 0.827 -0.105 -0.10
C -0.622 0.427 0.647 -0.13
C 0.298 -0.247 0.003 -0.15
O 1.460 -0.623 0.756 -0.19
N 2.561 -1.094 0.023 0.00
H -2.770 0.349 0.370 0.06
H -2.043 1.907 -0.042 0.06
H -1.880 0.540 -1.153 0.06
H -0.591 0.610 1.708 0.11
H 0.354 -0.410 -1.067 0.11
H 2.867 -0.369 -0.628 0.08
H 2.280 -1.917 -0.512 0.08


8.
12
Properties=species:S:1:pos:R:3:lowdin_charge:R:1 method="wB97M-V/def2-TZVPD" lumo_energy_ev=0.41 smiles="C=NC.C=O"
C 1.577 -1.734 0.181 -0.07
N 2.450 -1.937 -0.734 -0.09
C 3.361 -0.848 -0.899 -0.20
H 1.959 -1.283 1.113 0.07
H 0.488 -1.877 0.125 0.07
H 2.926 0.108 -1.174 0.07
H 4.161 -1.086 -1.603 0.07
H 4.023 -0.532 -0.073 0.07
C -3.309 2.349 0.702 -0.14
O -4.405 1.860 0.706 -0.01
H -2.533 1.770 1.235 0.08
H -3.095 3.335 0.276 0.08


9.
12
Properties=species:S:1:pos:R:3:lowdin_charge:R:1 method="wB97M-V/def2-TZVPD" lumo_energy_ev=0.85 smiles="CN(C)C=O"
C -1.387 0.035 -0.439 -0.04
N 0.100 0.231 -0.172 -0.18
C 0.944 -1.024 -0.138 -0.05
C 0.549 1.201 0.701 -0.37
O -0.128 2.003 1.303 0.04
H -2.001 0.915 -0.232 0.08
H -1.539 -0.200 -1.501 0.08
H -1.787 -0.810 0.168 0.08
H 1.448 -0.872 0.805 0.06
H 0.421 -1.991 -0.083 0.09
H 1.787 -0.883 -0.839 0.09
H 1.594 1.395 0.427 0.14


10.
12
Properties=species:S:1:pos:R:3:lowdin_charge:R:1 method="wB97M-V/def2-TZVPD" lumo_energy_ev=1.19
C -1.775 0.422 0.201 -0.08
C -0.622 -0.387 0.768 -0.28
C 1.314 -0.711 -0.502 -0.18
O 0.611 0.135 0.266 -0.15
N 2.373 -0.030 -0.949 0.06
H -2.735 -0.020 0.488 0.08
H -1.748 1.455 0.563 0.07
H -1.713 0.439 -0.892 0.08
H -0.683 -1.441 0.480 0.10
H -0.588 -0.315 1.862 0.12
H 3.034 -0.499 -1.546 0.08
H 2.531 0.952 -0.739 0.10


11.
12
Properties=species:S:1:pos:R:3:lowdin_charge:R:1 method="wB97M-V/def2-TZVPD" lumo_energy_ev=0.93 smiles="C=CO.C=N"
C 1.585 0.602 1.235 0.00
C 0.459 -0.043 1.605 -0.31
O 0.455 -1.355 1.893 -0.01
H 1.535 1.673 1.296 0.04
H 2.404 0.016 0.824 0.06
H -0.504 0.450 1.458 0.10
H -0.353 -1.679 2.311 0.11
C -0.893 -0.267 -2.125 -0.15
N -1.665 0.522 -1.490 0.01
H -1.043 -1.341 -1.939 0.06
H -0.328 0.034 -3.021 0.06
H -1.653 1.388 -2.047 0.04


12.
12
Properties=species:S:1:pos:R:3:lowdin_charge:R:1 method="wB97M-V/def2-TZVPD" lumo_energy_ev=0.24 smiles="C=NC.C=O"
C 1.071 0.271 1.344 -0.08
N 0.599 -0.887 1.119 -0.08
C 0.576 -1.465 -0.254 -0.13
H 2.023 0.496 1.826 0.06
H 0.415 1.149 1.141 0.05
H 1.495 -1.983 -0.504 0.06
H 0.310 -0.762 -1.045 0.04
H -0.151 -2.281 -0.216 0.06
C -1.641 1.338 -0.864 -0.14
O -0.773 1.088 -1.650 -0.02
H -1.534 0.899 0.164 0.08
H -2.389 2.137 -1.060 0.09


13.
12
Properties=species:S:1:pos:R:3:lowdin_charge:R:1 method="wB97M-V/def2-TZVPD" lumo_energy_ev=0.49
C -1.163 0.910 1.179 -0.07
O -0.119 0.983 0.191 -0.08
C 0.437 -0.208 -0.142 -0.62
C 1.031 -0.130 -1.499 0.00
N 0.113 -1.250 0.490 0.07
H -2.020 0.368 0.767 0.09
H -0.832 0.399 2.081 0.08
H -1.469 1.934 1.410 0.09
H 0.040 -1.216 -1.587 0.25
H 1.774 -0.812 -1.888 0.04
H 1.357 0.927 -1.757 0.09
H 0.850 -1.904 0.756 0.07


14.
12
Properties=species:S:1:pos:R:3:lowdin_charge:R:1 method="wB97M-V/def2-TZVPD" lumo_energy_ev=1.17 smiles=C[C@@H]1ON1C
C -1.924 -0.033 -0.184 -0.03
C -0.552 0.228 0.248 -0.41
O 0.202 1.237 -0.282 -0.04
N 0.655 -0.072 -0.587 -0.09
C 1.886 -0.304 0.060 -0.12
H -1.973 -1.148 -0.276 0.11
H -1.801 0.339 -1.267 0.12
H -2.667 0.593 0.160 0.05
H -0.414 0.216 1.318 0.13
H 2.513 0.414 -0.403 0.06
H 1.901 -0.090 1.264 0.13
H 2.175 -1.379 -0.050 0.09


15.
12
Properties=species:S:1:pos:R:3:lowdin_charge:R:1 method="wB97M-V/def2-TZVPD" lumo_energy_ev=0.88 smiles="CN(C)C=O"
C 0.178 1.349 -0.472 -0.10
N 0.062 -0.013 -0.098 -0.21
C -0.222 -0.519 1.274 -0.03
C -0.071 -1.052 -1.027 -0.32
O -0.339 -2.197 -0.703 -0.01
H 0.968 1.793 0.120 0.07
H -0.781 1.934 -0.343 0.10
H 0.678 1.410 -1.504 0.11
H -1.207 -0.643 1.518 0.05
H 0.347 0.132 2.049 0.12
H 0.421 -1.384 1.315 0.08
H -0.033 -0.807 -2.130 0.14


16.
12
Properties=species:S:1:pos:R:3:lowdin_charge:R:1 method="wB97M-V/def2-TZVPD" lumo_energy_ev=1.01 smiles=OC1CNC1
O -0.623 0.784 -1.402 -0.07
C -0.856 0.071 -0.246 -0.32
C -0.091 0.472 1.106 -0.19
N 1.054 -0.328 0.840 -0.11
C 0.407 -0.942 -0.303 -0.20
H 0.331 1.168 -1.209 0.16
H -1.855 -0.510 -0.117 0.16
H 0.200 1.654 0.980 0.15
H -0.538 0.035 2.045 0.12
H 1.627 -0.922 1.425 0.11
H 1.072 -1.068 -1.140 0.10
H 0.005 -1.939 0.005 0.10


17.
12
Properties=species:S:1:pos:R:3:lowdin_charge:R:1 method="wB97M-V/def2-TZVPD" lumo_energy_ev=0.72 smiles="CN=C=O.C"
C 1.382 -0.930 1.288 -0.10
N 0.179 -1.146 0.536 0.06
C -0.210 -1.253 -0.594 -0.35
O -0.711 -1.370 -1.653 0.13
H 2.269 -1.231 0.723 0.09
H 1.335 -1.511 2.211 0.08
H 1.474 0.128 1.556 0.08
C -1.008 1.954 -0.689 -0.04
H -0.208 1.331 -0.285 -0.01
H -1.969 1.576 -0.333 0.03
H -0.986 1.917 -1.781 0.02
H -0.868 2.983 -0.350 0.02


18.
12
Properties=species:S:1:pos:R:3:lowdin_charge:R:1 method="wB97M-V/def2-TZVPD" lumo_energy_ev=1.01 smiles="CC=O.C=N"
C 2.301 0.136 -0.297 -0.05
C 1.270 -0.926 -0.491 -0.32
O 0.284 -0.793 -1.173 0.02
H 2.029 0.994 -0.912 0.08
H 2.346 0.443 0.750 0.08
H 3.286 -0.218 -0.602 0.08
H 1.431 -1.898 0.018 0.12
C -2.208 1.293 0.988 -0.15
N -1.866 0.081 0.949 0.03
H -2.720 1.691 1.826 0.04
H -1.997 2.024 0.199 0.06
H -1.351 -0.116 0.092 0.00


19.
13
Properties=species:S:1:pos:R:3:lowdin_charge:R:1 method="wB97M-V/def2-TZVPD" lumo_energy_ev=0.37 smiles="C=CC.O=NO"
C -0.016 -0.961 0.046 -0.05
C 1.078 -0.359 0.411 -0.27
C 2.011 0.568 -0.290 -0.09
H -0.402 -0.700 -0.956 0.08
H -0.476 -1.602 0.804 0.08
H 1.390 -0.526 1.347 0.05
H 1.395 1.077 -1.132 0.11
H 2.419 1.295 0.536 0.12
H 2.818 0.068 -0.663 0.03
O -4.000 -0.161 -0.166 0.07
N -2.844 -0.217 -0.229 -0.10
O -2.095 0.865 0.372 -0.03
H -1.278 0.651 -0.080 0.00


Number 1: strongest force on any atom 2.06 eV/A. Number 2: strongest force on any atom 2.97 eV/A. Number 3: strongest force on any atom 2.95 eV/A. Number 4: strongest force on any atom 0.68 eV/A. Number 5: strongest force on any atom 4.74 eV/A. Number 6: strongest force on any atom 5.49 eV/A. Number 7: strongest force on any atom 2.80 eV/A. Number 8: strongest force on any atom 3.40 eV/A. Number 9: strongest force on any atom 2.68 eV/A. Number 10: strongest force on any atom 0.68 eV/A. Number 11: strongest force on any atom 1.75 eV/A. Number 12: strongest force on any atom 3.73 eV/A. Number 13: strongest force on any atom 4.60 eV/A. Number 14: strongest force on any atom 5.83 eV/A. Number 15: strongest force on any atom 5.87 eV/A. Number 16: strongest force on any atom 5.17 eV/A. Number 17: strongest force on any atom 0.72 eV/A. Number 18: strongest force on any atom 1.15 eV/A. Number 19: strongest force on any atom 4.65 eV/A.